Model one:
{"formula": "C4H8", "method": "ωB97M-V with the def2-TZVPD basis set", "gap_ev": 9.82, "total_charge": 0, "e_homo_ev": -8.92, "lumo_ev": 0.90, "smiles": "C1=CC1.C", "species": ["C", "C", "C", "H", "H", "H", "H", "C", "H", "H", "H", "H"], "positions_angstrom": [[1.75, -0.10, 0.46], [0.74, 0.58, 0.01], [1.76, -0.77, -0.80], [2.53, -0.06, 1.22], [0.68, 1.61, -0.28], [0.88, -1.32, -1.12], [2.26, -0.34, -1.66], [-2.16, 0.09, 0.46], [-1.74, 0.82, -0.23], [-1.41, -0.70, 0.32], [-2.12, 0.34, 1.51], [-3.16, -0.16, 0.11]], "lowdin_charge": [-0.243, 0.005, -0.026, 0.096, 0.082, 0.043, 0.066, -0.064, -0.003, 0.004, 0.022, 0.018]}

---

Model two:
{"formula": "C4H8", "method": "ωB97M-V with the def2-TZVPD basis set", "gap_ev": 11.47, "total_charge": 0, "e_homo_ev": -10.08, "lumo_ev": 1.40, "smiles": "C=C.C=C", "species": ["C", "C", "H", "H", "H", "H", "C", "C", "H", "H", "H", "H"], "positions_angstrom": [[5.58, -0.37, 0.68], [5.51, -1.05, 1.79], [5.89, 0.71, 0.54], [5.30, -0.65, -0.31], [6.00, -0.71, 2.65], [4.96, -1.92, 1.97], [-5.54, 0.98, -1.81], [-5.50, 0.30, -0.67], [-5.26, 2.01, -1.99], [-6.19, 0.54, -2.51], [-4.74, 0.66, 0.08], [-6.01, -0.50, -0.42]], "lowdin_charge": [-0.086, -0.075, 0.071, 0.028, 0.031, 0.032, -0.070, -0.063, 0.054, 0.026, 0.067, -0.014]}

---

Model three:
{"formula": "C4H8", "method": "ωB97M-V with the def2-TZVPD basis set", "gap_ev": 10.59, "total_charge": 0, "e_homo_ev": -9.35, "lumo_ev": 1.25, "smiles": "C=C.C=C", "species": ["C", "C", "H", "H", "H", "H", "C", "C", "H", "H", "H", "H"], "positions_angstrom": [[0.55, 1.43, 0.42], [1.52, 1.65, -0.54], [-0.46, 2.03, 0.45], [0.50, 0.49, 0.86], [1.59, 2.59, -1.06], [2.18, 0.85, -0.89], [-0.56, -1.74, 0.58], [-1.50, -1.23, -0.36], [0.45, -2.24, 0.19], [-0.74, -1.73, 1.65], [-1.34, -1.52, -1.36], [-2.19, -0.57, 0.07]], "lowdin_charge": [-0.085, -0.071, 0.093, -0.036, 0.024, 0.049, -0.088, -0.049, 0.089, 0.030, 0.025, 0.020]}

---

Computed stability ranking, most favorable first: model two, model three, model one

---

Model one:
{"formula": "C7H12INO2", "method": "ωB97M-V with the def2-TZVPD basis set", "gap_ev": 9.47, "total_charge": 0, "e_homo_ev": -9.07, "lumo_ev": 0.40, "species": ["C", "C", "C", "C", "C", "C", "C", "N", "O", "O", "I", "H", "H", "H", "H", "H", "H", "H", "H", "H", "H", "H", "H"], "positions_angstrom": [[-1.38, -2.27, 0.22], [0.95, 0.82, 1.68], [1.93, 0.54, 0.56], [-0.16, -0.27, 1.52], [1.23, 0.50, -0.72], [-0.67, -0.68, 0.22], [-0.41, -0.74, -2.15], [0.01, -0.37, -0.81], [-2.61, -2.31, 0.28], [-0.47, -3.01, 0.30], [-3.38, 0.60, 0.16], [1.51, 0.77, 2.68], [0.43, 1.69, 1.52], [2.68, 1.29, 0.51], [2.35, -0.45, 0.72], [0.32, -1.26, 1.84], [-1.08, -0.13, 2.20], [0.96, 1.45, -1.07], [1.82, 0.06, -1.57], [-0.35, 0.08, -2.80], [0.42, -1.43, -2.58], [-1.34, -1.27, -2.19], [-3.37, -1.02, 0.43]], "lowdin_charge": [-0.652, -0.146, -0.188, -0.162, -0.120, -0.278, -0.005, -0.098, -0.085, 0.111, 0.554, 0.147, 0.079, 0.114, 0.131, 0.156, 0.131, 0.116, 0.144, 0.074, 0.139, 0.093, -0.257]}

---

Model two:
{"formula": "C7H12INO2", "method": "ωB97M-V with the def2-TZVPD basis set", "gap_ev": 9.67, "total_charge": 0, "e_homo_ev": -9.22, "lumo_ev": 0.45, "species": ["C", "C", "C", "C", "C", "C", "C", "N", "O", "O", "I", "H", "H", "H", "H", "H", "H", "H", "H", "H", "H", "H", "H"], "positions_angstrom": [[-1.11, -1.83, 0.14], [0.55, 1.38, 1.48], [1.81, 1.03, 0.75], [-0.45, 0.19, 1.58], [1.50, 0.76, -0.64], [-0.53, -0.43, 0.20], [0.02, -0.75, -2.05], [0.28, -0.11, -0.72], [-2.22, -2.17, -0.20], [-0.06, -2.37, 0.55], [-4.31, 0.46, -0.42], [0.81, 1.70, 2.48], [0.04, 2.16, 1.04], [2.60, 1.74, 0.96], [2.16, 0.10, 1.15], [-0.10, -0.58, 2.29], [-1.37, 0.44, 1.89], [1.38, 1.49, -1.41], [2.36, 0.10, -0.91], [-0.42, -1.73, -1.83], [-0.60, -0.18, -2.77], [1.05, -0.94, -2.33], [-3.40, -0.44, -1.25]], "lowdin_charge": [-0.705, -0.156, -0.189, -0.049, -0.122, -0.137, 0.034, -0.057, -0.004, 0.051, 0.497, 0.115, 0.094, 0.128, 0.124, 0.144, 0.071, 0.126, 0.143, 0.094, 0.111, 0.095, -0.410]}

---

Computed stability ranking, most favorable first: model one, model two

---

Model one:
{"formula": "C3H7O2S", "method": "ωB97M-V with the def2-TZVPD basis set", "gap_ev": [9.44, 4.57], "total_charge": 0, "spin_multiplicity": 2, "e_homo_ev": [-8.76, -8.76], "lumo_ev": [0.68, -4.18], "species": ["C", "C", "S", "H", "H", "H", "H", "H", "H", "O", "C", "O", "H"], "positions_angstrom": [[-0.98, -0.22, 1.04], [-1.29, 0.81, -0.05], [-2.22, 0.14, -1.60], [-1.99, -0.65, 1.29], [-0.17, -0.87, 0.60], [-0.54, 0.17, 1.93], [-0.32, 1.19, -0.17], [-2.10, 1.45, 0.27], [-2.11, -1.18, -1.48], [1.70, -0.19, -0.89], [2.95, -0.23, -0.52], [3.60, -1.17, 0.01], [3.47, 0.74, -0.42]], "lowdin_charge": [-0.184, -0.555, 0.626, 0.085, 0.064, 0.053, 0.021, 0.037, -0.181, -0.017, -0.359, 0.246, 0.164]}

---

Model two:
{"formula": "C3H7O2S", "method": "ωB97M-V with the def2-TZVPD basis set", "gap_ev": [10.58, 6.94], "total_charge": 0, "spin_multiplicity": 2, "e_homo_ev": [-9.96, -9.72], "lumo_ev": [0.62, -2.78], "species": ["O", "C", "C", "C", "S", "H", "H", "H", "H", "H", "H", "H", "O"], "positions_angstrom": [[-0.63, -2.17, -1.86], [-0.44, -1.35, -1.02], [-0.29, 0.15, -1.19], [1.11, 0.61, -0.67], [1.43, 0.51, 1.08], [-0.30, -1.66, 0.09], [-0.40, 0.38, -2.25], [-1.08, 0.65, -0.61], [1.75, 0.07, -1.37], [1.18, 1.61, -1.12], [-0.41, -0.22, 3.25], [-0.76, 1.03, 2.54], [-1.15, 0.39, 3.14]], "lowdin_charge": [0.078, -0.307, -0.221, -0.642, 0.709, 0.132, 0.119, 0.113, 0.071, 0.082, 0.006, -0.038, -0.100]}

---

Computed stability ranking, most favorable first: model two, model one

---

Model one:
{"formula": "C5H9N3O3S", "method": "ωB97M-V with the def2-TZVPD basis set", "gap_ev": 10.12, "total_charge": 0, "e_homo_ev": -9.53, "lumo_ev": 0.59, "smiles": "[H]/N=C(/N)S(C)(=O)=O.C=CN=C=O", "species": ["H", "N", "C", "N", "S", "C", "O", "O", "H", "H", "H", "H", "H", "C", "C", "N", "C", "O", "H", "H", "H"], "positions_angstrom": [[-0.52, -0.18, 2.09], [-0.12, -0.58, 1.17], [-0.91, -0.36, 0.28], [-0.78, -0.49, -1.03], [-2.50, 0.58, 0.46], [-2.03, 2.26, 0.08], [-2.93, 0.54, 1.85], [-3.43, 0.08, -0.54], [-1.63, -0.37, -1.57], [0.05, -0.71, -1.55], [-2.17, 2.92, 0.99], [-0.93, 2.20, -0.20], [-2.78, 2.70, -0.68], [3.27, -1.45, 0.26], [2.90, -0.44, 0.99], [2.39, 0.70, 0.49], [1.75, 1.16, -0.38], [1.08, 1.58, -1.27], [3.20, -1.33, -0.78], [3.69, -2.37, 0.57], [2.92, -0.13, 2.08]], "lowdin_charge": [0.110, 0.148, -0.613, 0.113, 0.687, -0.140, -0.340, -0.341, 0.094, 0.115, 0.082, 0.056, 0.099, 0.039, -0.251, 0.109, -0.313, 0.110, 0.052, 0.047, 0.139]}

---

Model two:
{"formula": "C5H9N3O3S", "method": "ωB97M-V with the def2-TZVPD basis set", "gap_ev": 10.07, "total_charge": 0, "e_homo_ev": -9.98, "lumo_ev": 0.09, "smiles": "CS(=O)(=O)[C@@]1(N)CC=NC(=O)N1", "species": ["C", "S", "O", "O", "C", "N", "C", "C", "N", "C", "O", "N", "H", "H", "H", "H", "H", "H", "H", "H", "H"], "positions_angstrom": [[-0.57, -0.73, 2.00], [-1.23, -0.80, 0.30], [-1.50, -2.16, -0.05], [-2.33, 0.14, 0.20], [0.04, -0.20, -0.96], [-0.56, -0.39, -2.23], [0.43, 1.22, -0.66], [1.53, 1.27, 0.36], [2.34, 0.35, 0.64], [2.33, -0.89, -0.02], [3.23, -1.67, 0.10], [1.25, -1.14, -0.82], [-0.66, 0.29, 2.35], [-1.16, -1.40, 2.61], [0.46, -1.05, 1.98], [-0.83, -1.36, -2.35], [-1.40, 0.17, -2.28], [-0.45, 1.76, -0.30], [0.78, 1.71, -1.58], [1.66, 2.21, 0.89], [1.15, -2.05, -1.23]], "lowdin_charge": [-0.102, 0.677, -0.325, -0.335, -0.537, 0.094, -0.100, -0.120, 0.151, -0.574, 0.099, 0.156, 0.065, 0.071, 0.052, 0.095, 0.102, 0.122, 0.142, 0.122, 0.145]}

---

Computed stability ranking, most favorable first: model two, model one